No. 1
{"formula": "C4H10NOPS", "method": "ωB97M-V/def2-TZVPD", "symbols": ["O", "H", "H", "P", "C", "H", "H", "S", "H", "C", "H", "C", "C", "H", "N", "H", "H", "H"], "xyz": [[-0.6062, -0.5103, -1.4861], [-2.4948, 0.2124, -2.2717], [3.5802, -0.3209, 0.6669], [0.1702, -1.1210, -0.1818], [-1.9770, -0.1358, -1.4099], [1.7189, 0.9185, -0.3099], [2.3348, -1.4106, 1.4075], [0.3731, -3.0718, 0.0102], [-2.1980, -0.6614, 1.1853], [-2.2030, 0.8861, -0.2660], [-3.3160, 1.2162, -0.4579], [2.6231, -0.3461, 1.0916], [1.7677, -0.1616, -0.1645], [2.2720, -0.2457, -1.1405], [-1.7576, 0.2116, 0.9336], [2.4403, 0.3437, 1.9153], [-2.4712, -1.1567, -1.2851], [-1.4868, 1.7260, -0.2513]], "atomic_forces_ev_per_a": [[0.792, 0.542, -1.010], [0.891, 0.625, -1.469], [1.841, -0.018, 0.415], [1.041, 0.085, 0.457], [-0.398, -2.057, 1.822], [-1.525, 0.367, 0.415], [1.101, 1.373, 0.145], [-0.042, 0.672, -0.520], [-0.898, -0.210, -0.169], [-1.025, -0.832, 0.119], [1.807, -0.440, 1.083], [-2.144, -2.820, -0.351], [-0.308, 1.450, -0.960], [0.352, -1.355, 0.342], [-0.535, 1.088, 0.423], [-0.011, 0.047, -0.365], [-0.185, 1.441, 0.694], [-0.754, 0.040, -1.072]], "gap_ev": [7.774, 7.134], "spin_multiplicity": 3, "e_tot_ha": -1027.80018, "de_lowest_kcal_mol": 19.2, "s_squared": 2.01, "total_charge": 0}

---

No. 2
{"formula": "C10H17ClINOPRu", "method": "ωB97M-V/def2-TZVPD", "symbols": ["H", "C", "H", "H", "H", "I", "C", "Ru", "P", "H", "C", "C", "H", "C", "C", "H", "C", "H", "H", "C", "H", "C", "O", "H", "H", "H", "Cl", "H", "H", "H", "H", "C", "N"], "xyz": [[1.3568, -3.0514, -1.0644], [1.1186, 2.0576, 3.8508], [0.2969, 3.8771, 4.7603], [-1.4090, 4.1759, 2.8032], [1.9250, 1.8465, 4.5805], [2.9549, -1.7211, 0.2553], [-0.6339, 3.3950, 2.8279], [0.2692, 0.5522, -0.2481], [0.2318, -1.0919, -1.9121], [-2.2864, -0.0312, -0.4181], [0.2524, 3.1730, 3.9053], [0.3581, -2.8704, -1.5160], [-1.2975, -1.7156, -3.6575], [-1.5973, -0.7336, 0.0748], [1.0162, 1.1661, 2.7596], [1.3364, 0.2791, -3.5420], [0.4025, -1.0982, 0.8924], [-1.1063, 2.6177, 0.7990], [0.2974, -3.3866, -2.4794], [-1.4023, -1.1141, -2.7518], [-2.1988, -1.5613, -2.1587], [-0.5504, 2.5516, 1.7178], [0.1145, -2.0550, 1.5141], [-0.4300, -3.1923, -0.8335], [1.0291, -1.4086, -4.0871], [2.3734, -1.0434, -2.9306], [-0.0886, 1.8900, -2.0884], [1.4629, 0.1925, 2.7081], [-1.8356, -0.5952, 1.0774], [-1.8986, -1.7176, -0.2324], [-1.7176, -0.1065, -3.0175], [1.3698, -0.7707, -3.2664], [0.2863, 1.4903, 1.6772]], "atomic_forces_ev_per_a": [[-0.665, -0.485, -0.395], [0.179, 1.072, 1.056], [-0.098, -0.552, -0.594], [0.603, -0.115, 0.257], [-0.752, 0.336, -0.149], [1.169, 0.388, 0.081], [0.049, 0.771, 1.956], [-0.759, -2.918, -1.111], [-1.866, -0.944, -2.184], [0.457, -0.016, -0.363], [-0.127, 0.339, -0.080], [0.889, 0.566, 0.557], [0.112, 0.076, -0.012], [-1.486, 2.919, -0.932], [-1.153, 0.380, -1.844], [0.052, -0.082, -0.140], [-1.682, -3.986, 2.357], [-0.592, 0.787, 0.021], [0.014, -0.035, 0.161], [-0.065, 0.220, 0.035], [0.205, -0.053, -0.165], [1.047, -1.563, -0.697], [1.761, 3.761, -2.015], [0.133, -0.114, -0.203], [0.219, 0.030, 0.016], [0.042, 0.042, -0.382], [0.174, -0.246, 1.612], [0.601, -0.197, 0.383], [-0.087, -0.013, 1.956], [1.016, -0.511, -0.239], [0.070, -0.024, -0.149], [0.520, -0.111, 0.537], [0.020, 0.278, 0.669]], "gap_ev": [7.971, 4.386], "spin_multiplicity": 5, "e_tot_ha": -1714.05518, "de_lowest_kcal_mol": 0.0, "s_squared": 6.06, "total_charge": 3}

---

No. 3
{"formula": "C4H4N2O2", "method": "ωB97M-V/def2-TZVPD", "symbols": ["H", "C", "C", "O", "N", "O", "H", "C", "C", "H", "N", "H"], "xyz": [[0.8013, 2.2754, 0.4197], [0.5919, 0.3888, -0.4915], [-0.2983, 0.5221, 0.5268], [-1.0486, -1.4974, -0.1159], [0.1583, 1.8028, -0.1303], [-2.5910, 0.0685, -0.2399], [-0.0544, 0.2840, 1.5370], [1.2067, -0.9408, -0.0446], [-1.5344, -0.2040, 0.1763], [2.2438, -1.3438, -0.0975], [0.2546, -1.7742, 0.0485], [0.2702, 0.4187, -1.5887]], "atomic_forces_ev_per_a": [[1.401, 1.082, 1.783], [3.041, -0.069, -4.338], [-5.281, 3.626, 2.122], [-1.066, 0.008, 0.648], [-0.810, -2.680, 0.152], [-1.769, 0.543, 0.472], [0.971, 0.144, 0.543], [0.782, 0.834, -1.752], [1.421, 0.158, -2.059], [-0.965, 0.382, 0.310], [2.121, -2.866, 0.460], [0.155, -1.161, 1.658]], "gap_ev": 10.568, "spin_multiplicity": 1, "e_tot_ha": -414.59508, "de_lowest_kcal_mol": 157.6, "total_charge": 0, "smiles": "O=C1ON=C[C@@H]2N[C@@H]12"}

---

No. 4
{"formula": "C3H20O6S", "method": "ωB97M-V/def2-TZVPD", "symbols": ["H", "H", "H", "H", "C", "H", "O", "O", "H", "H", "O", "O", "H", "H", "H", "H", "H", "O", "H", "C", "H", "H", "H", "H", "H", "C", "H", "S", "H", "O"], "xyz": [[2.7105, -0.9642, 1.0410], [-1.1551, -1.0462, 1.1269], [0.7444, 2.0148, 2.4290], [-0.0435, -2.4989, -0.5851], [2.7905, -0.2879, 0.1915], [1.3936, 0.3980, 2.5960], [-2.0922, 2.3208, -2.2078], [-0.2053, -2.9304, -1.4396], [-1.9954, -0.5514, -1.2450], [1.8811, -0.1086, -1.8222], [-2.3815, 0.1879, 0.9371], [-1.3496, -0.3805, -1.9326], [-2.7690, 1.7625, -1.8116], [-1.9395, 1.0628, 0.9948], [-0.8471, -3.6183, -1.2574], [-0.9028, -1.2431, -2.0619], [-0.3586, 2.0913, 0.6809], [-1.1735, 2.5800, 0.4952], [3.8340, -0.2315, -0.0894], [1.9341, -0.7519, -0.9522], [-1.1025, -2.6001, 1.4383], [-3.2911, 0.3503, 1.2031], [-1.2021, 2.6029, -0.4790], [2.2494, -1.7491, -1.2717], [-1.4578, 1.6528, -2.5120], [1.6396, 1.4140, 2.2886], [0.8965, -0.8364, -0.6488], [2.3709, 1.4325, 0.6347], [2.3972, 1.7471, 2.9970], [-0.5750, -1.8191, 1.2622]], "atomic_forces_ev_per_a": [[-0.088, 0.151, 0.127], [-0.402, -0.440, 0.226], [0.042, 0.209, -0.371], [-0.078, -0.118, 0.196], [-0.115, 0.580, 0.070], [-0.117, -0.121, -0.222], [0.281, -0.056, 0.084], [0.119, 0.054, -0.156], [-0.104, 0.037, 0.340], [0.502, 0.326, -0.076], [-0.158, 0.072, -0.005], [0.324, -0.332, -0.399], [-0.141, 0.085, -0.036], [-0.240, 0.186, -0.380], [-0.118, -0.150, -0.013], [-0.253, 0.332, 0.049], [0.275, 0.328, -0.161], [0.325, -0.365, 0.228], [0.267, -0.133, -0.066], [-0.504, -0.857, -0.177], [-0.338, 0.225, 0.163], [0.020, -0.110, 0.105], [-0.316, 0.097, -0.071], [0.028, 0.056, -0.120], [-0.098, -0.009, -0.033], [0.594, -0.735, 0.741], [-0.040, 0.103, 0.296], [-0.343, 0.465, -0.110], [-0.126, 0.189, 0.056], [0.804, -0.070, -0.284]], "gap_ev": 8.726, "spin_multiplicity": 1, "e_tot_ha": -975.92940, "de_lowest_kcal_mol": 0.0, "total_charge": 0, "smiles": "CCSC.O.O.O.O.O.O"}

---

No. 5
{"formula": "C4H5NO", "method": "ωB97M-V/def2-TZVPD", "symbols": ["H", "O", "H", "C", "H", "H", "C", "H", "C", "C", "N"], "xyz": [[-0.2878, 1.5503, -0.3796], [0.7864, 0.9106, 1.4282], [0.8710, -1.5471, -1.4985], [-0.2103, 0.6381, 0.7850], [1.9320, -0.1973, -0.9772], [1.1813, -1.1948, 0.2192], [-1.5467, 0.3939, 1.3088], [-1.0517, 0.0258, -1.2012], [1.0200, -0.7350, -0.7701], [-0.1645, 0.2334, -0.6017], [-2.5298, -0.0780, 1.6872]], "atomic_forces_ev_per_a": [[1.106, -1.571, -2.619], [-0.663, 0.001, 0.305], [-0.224, 0.700, 0.040], [-0.002, -1.478, 1.179], [0.392, -0.075, -0.279], [-0.095, 0.128, -0.361], [-1.276, -0.006, 1.268], [-0.115, 0.022, 0.768], [0.398, 0.643, -0.120], [-0.010, 1.172, 0.074], [0.489, 0.464, -0.255]], "gap_ev": 10.407, "spin_multiplicity": 1, "e_tot_ha": -285.29534, "de_lowest_kcal_mol": 74.8, "total_charge": 0}